Entry 1:
{"formula": "C24H38N3PPtS4", "method": "wB97M-V/def2-TZVPD", "species": ["H", "C", "H", "H", "C", "H", "H", "P", "H", "H", "N", "C", "S", "H", "H", "H", "C", "C", "H", "H", "C", "C", "H", "C", "H", "C", "H", "H", "C", "H", "C", "C", "H", "H", "H", "S", "H", "H", "C", "Pt", "H", "H", "H", "C", "H", "H", "H", "N", "C", "S", "C", "C", "C", "H", "N", "S", "H", "C", "C", "H", "H", "H", "C", "H", "C", "C", "H", "H", "H", "C", "H"], "coordinates": [[2.72, 1.88, -2.37], [-0.76, 1.40, 4.50], [-4.36, -2.72, 0.13], [-1.83, 1.34, 4.55], [-2.19, -3.16, 1.47], [-2.14, 1.02, -0.97], [-3.28, -0.03, -1.78], [-0.84, -1.49, -0.28], [-0.04, 1.33, 6.60], [-3.08, -4.65, -0.66], [-0.15, 1.53, 3.32], [2.70, 4.30, -0.02], [-3.33, 1.44, 1.92], [0.43, 0.74, -1.56], [1.95, -3.90, -1.62], [2.81, -2.11, 0.18], [0.78, -2.51, -0.45], [-1.55, -1.60, -3.14], [2.72, 4.42, 1.06], [0.55, -2.96, 1.66], [1.96, -1.55, -0.22], [-2.17, -4.06, -0.86], [0.11, -4.32, 0.61], [2.42, 5.25, -2.21], [-2.25, 1.06, -2.72], [0.80, -3.48, 0.74], [-2.53, -2.05, -3.00], [-1.32, -4.69, -0.62], [0.18, 1.41, 5.55], [2.40, 1.60, 5.43], [1.43, 1.55, 4.94], [-2.28, 0.39, -1.85], [3.08, 0.94, -0.28], [-2.15, -3.86, -1.94], [2.39, 3.85, -3.83], [-0.93, 3.84, 0.65], [0.22, -4.02, -1.95], [3.21, 1.85, 2.84], [1.19, 1.62, 3.57], [-0.88, 1.49, 1.27], [-3.62, -1.12, 0.26], [0.90, -0.53, -2.71], [-1.60, -1.00, -4.06], [1.02, -3.32, -1.73], [-1.45, -3.92, 1.70], [-3.18, -3.55, 1.75], [2.25, 6.11, -2.85], [-0.69, -0.60, 0.96], [2.79, 3.03, -0.56], [-2.73, 4.54, 1.42], [-1.18, -0.66, -1.98], [2.68, 2.88, -1.94], [2.17, 1.72, 2.52], [3.94, 1.95, 0.89], [1.90, 1.67, 1.27], [-4.06, 3.08, 0.90], [-0.83, -2.40, -3.31], [2.50, 3.98, -2.76], [0.08, 0.12, -2.38], [1.16, -2.67, -2.60], [2.29, -1.06, -1.13], [-0.17, 0.78, -3.22], [-3.56, -2.08, -0.26], [1.67, -0.79, 0.51], [2.99, 1.83, 0.34], [2.52, 5.41, -0.83], [2.41, 6.39, -0.39], [1.81, -3.90, 0.84], [-3.77, -1.92, -1.32], [-2.22, -2.78, -0.02], [-1.98, -2.27, 2.07]], "lowdin_charge": [0.10, -0.20, 0.07, 0.06, -0.12, 0.01, 0.06, 0.77, 0.06, 0.08, -0.10, -0.06, -0.15, 0.06, 0.08, 0.07, -0.59, -0.10, 0.11, 0.08, -0.12, -0.10, 0.04, -0.11, 0.08, -0.12, 0.06, 0.05, -0.15, 0.07, -0.11, -0.11, 0.09, 0.05, 0.09, -0.20, 0.05, 0.11, -0.35, 0.55, 0.05, 0.05, 0.08, -0.10, 0.05, 0.07, 0.09, -0.41, -0.21, -0.25, -0.59, -0.05, -0.14, 0.11, -0.01, -0.26, 0.05, -0.10, -0.11, 0.05, 0.05, 0.08, -0.11, 0.04, -0.21, -0.10, 0.10, 0.07, 0.05, -0.60, 0.07], "orbital_gap_ev": [4.358, 5.212], "e_homo_ev": [0.1, -0.8], "total_energy_ha": -3155.01137, "total_charge": -2, "multiplicity": 3, "de_lowest_kj_mol": 0.0}



Entry 2:
{"formula": "C40H53B2BrFN4O7PS2", "method": "wB97M-V/def2-TZVPD", "species": ["C", "C", "C", "C", "O", "H", "N", "S", "H", "O", "C", "C", "H", "H", "C", "H", "C", "O", "C", "H", "H", "C", "H", "C", "H", "F", "C", "C", "H", "H", "H", "H", "C", "O", "H", "H", "H", "H", "C", "H", "H", "H", "C", "H", "H", "C", "N", "C", "H", "C", "C", "H", "C", "C", "Br", "H", "H", "H", "H", "C", "C", "H", "C", "O", "P", "C", "H", "O", "C", "C", "H", "H", "H", "C", "H", "C", "N", "H", "H", "C", "S", "B", "B", "H", "H", "C", "N", "C", "C", "C", "H", "C", "C", "H", "H", "C", "O", "H", "H", "H", "H", "H", "H", "H", "H", "H", "H", "C", "H", "C", "H"], "coordinates": [[4.19, -1.87, -1.97], [-2.14, 5.63, 2.47], [5.70, -1.65, -1.95], [4.77, 1.39, 1.66], [1.83, -1.15, -6.68], [6.31, 0.82, 3.05], [1.74, -4.13, -3.39], [-2.49, 0.81, -4.34], [6.32, -7.84, -6.82], [2.90, 0.42, -5.14], [5.76, 1.64, 2.61], [-8.34, -0.41, 3.41], [-3.87, 3.95, 4.85], [-4.19, -0.81, 1.03], [-0.68, -1.42, -2.90], [7.20, -0.11, -1.88], [5.33, 4.00, 2.43], [-1.19, 0.25, 0.03], [-6.79, 1.20, 2.52], [-0.91, 4.72, 0.96], [3.30, 2.21, 0.37], [6.12, -0.18, -1.94], [4.43, -4.56, -8.82], [-2.13, -0.57, 0.80], [4.01, -2.88, -2.38], [0.54, 0.48, -5.43], [0.20, -2.08, -4.03], [-8.69, 0.50, 1.21], [-5.90, 1.80, 2.63], [5.63, -6.72, -8.91], [3.78, 4.56, 1.05], [-2.92, -0.70, -2.07], [-7.19, 0.35, 3.55], [1.44, 1.92, -0.90], [-1.94, 6.64, 2.13], [1.38, -1.38, -0.08], [3.84, -1.17, -3.78], [4.55, 0.37, 1.36], [-4.79, 4.20, 9.33], [-2.19, -1.57, 0.35], [6.18, -2.18, -2.78], [6.08, -2.14, -1.05], [-3.33, 3.17, 7.72], [5.54, 5.02, 2.72], [-3.04, 1.05, 7.94], [-4.36, 1.84, 9.44], [1.55, -1.50, -4.22], [-3.97, 4.30, 8.22], [4.61, -4.64, -4.55], [5.40, -6.26, -7.96], [4.73, -5.05, -7.91], [-1.36, 2.42, 1.73], [5.51, -6.31, -5.56], [-1.81, 3.26, 2.25], [-0.81, -2.22, -5.72], [6.81, 3.15, 3.72], [1.30, 0.95, -3.15], [-5.63, 2.89, 10.81], [-1.77, -0.69, 1.82], [5.79, -6.89, -6.78], [-9.09, -0.34, 2.24], [-3.67, 0.79, 1.51], [4.34, 3.74, 1.48], [0.41, -1.52, 0.03], [-2.40, -0.85, -3.37], [1.81, 0.77, -1.09], [-4.52, 0.88, 9.91], [2.49, 0.03, -0.34], [-3.53, 0.01, 0.77], [-1.56, 4.55, 1.81], [-3.79, 0.32, -0.23], [-3.81, 5.26, 7.74], [5.68, 0.33, -1.09], [2.08, -1.08, -2.90], [-3.42, 6.26, 4.07], [6.04, 2.95, 2.99], [-0.11, -0.27, -2.11], [-7.23, 1.93, 0.55], [-9.27, 0.55, 0.30], [1.32, 0.15, -2.42], [1.81, -0.42, -5.47], [0.41, -3.66, -3.68], [-0.29, -0.54, -0.58], [5.81, -6.80, -4.64], [3.91, -3.52, -6.64], [-3.22, 4.12, 4.00], [3.52, -0.90, -2.86], [-2.64, 3.05, 3.34], [-4.99, 2.97, 9.94], [-3.53, 1.93, 8.33], [5.82, 0.29, -2.87], [-7.54, 1.27, 1.35], [4.06, 2.44, 1.10], [-0.71, 0.56, -2.27], [-6.61, 0.30, 4.46], [4.44, -4.47, -6.68], [-0.65, -4.52, -3.63], [-3.06, -1.98, -3.87], [1.77, -4.74, -2.59], [-5.28, 5.08, 9.72], [-2.83, 2.04, 3.69], [-9.98, -0.94, 2.13], [3.76, -1.86, -0.98], [2.24, -4.54, -4.17], [-0.88, -2.22, -2.18], [-1.48, -4.15, -3.32], [-8.66, -1.06, 4.21], [4.83, -5.10, -5.51], [-2.68, 3.24, 6.86], [-2.97, 5.42, 3.56], [1.85, -1.88, -2.18]], "lowdin_charge": [-0.22, -0.09, -0.24, -0.10, -0.27, 0.09, 0.20, 0.24, 0.10, -0.20, -0.10, -0.10, 0.09, 0.09, -0.37, 0.07, -0.11, 0.12, -0.10, 0.11, 0.07, -0.09, 0.10, -0.20, 0.10, -0.18, -0.60, -0.10, 0.09, 0.10, 0.10, -0.02, -0.09, 0.06, 0.10, 0.11, 0.10, 0.09, -0.10, 0.11, 0.10, 0.10, -0.10, 0.09, 0.10, -0.10, -0.14, -0.10, 0.08, -0.09, -0.09, 0.09, -0.09, -0.09, 0.91, 0.09, 0.15, 0.10, 0.13, -0.10, -0.10, 0.06, -0.09, 0.22, 0.36, -0.65, 0.10, -0.01, -0.05, -0.08, 0.07, 0.10, 0.06, -0.29, 0.10, -0.11, 0.09, 0.10, 0.10, -0.08, 0.56, -0.67, -0.74, 0.10, 0.10, -0.11, 0.03, -0.11, -0.10, -0.10, 0.07, -0.10, -0.07, 0.13, 0.10, -0.09, 0.15, -0.02, 0.10, 0.10, 0.10, 0.10, 0.10, 0.08, 0.12, 0.09, 0.10, -0.11, 0.09, -0.09, 0.14], "orbital_gap_ev": 7.734, "e_homo_ev": -8.5, "smiles": "CCCN[C@H]1[C@H](C(=O)[O-])[N@H+](B(O)OCC)[C@@H]([PH2]=S)[C@](Br)(B(N)O)N1S(=O)(=O)F.c1ccccc1.c1ccccc1.c1ccccc1.c1ccccc1.c1ccccc1", "total_energy_ha": -6163.12742, "total_charge": 0}



Entry 3:
{"formula": "C5H8O2", "method": "wB97M-V/def2-TZVPD", "species": ["H", "H", "O", "C", "C", "H", "C", "C", "H", "O", "H", "H", "H", "C", "H"], "coordinates": [[1.87, 0.75, -1.72], [-2.50, 0.80, 0.59], [-0.53, -1.39, 1.17], [-0.72, -0.52, 0.35], [-1.06, 1.02, -1.13], [1.58, -1.56, 1.43], [-1.98, 0.21, -0.17], [1.42, 0.12, -0.95], [2.06, -0.59, -0.42], [2.47, -1.18, 1.51], [-1.05, 2.10, -0.97], [2.32, -0.31, 1.91], [-2.70, -0.46, -0.66], [0.15, 0.25, -0.61], [-1.23, 0.81, -2.19]], "lowdin_charge": [0.08, 0.12, 0.09, -0.35, -0.13, 0.02, -0.08, 0.12, 0.05, -0.08, 0.11, 0.05, 0.12, -0.23, 0.11], "orbital_gap_ev": 9.896, "e_homo_ev": -10.0, "smiles": "C=C1CCC1=O.O", "total_energy_ha": -345.74599, "total_charge": 0, "de_lowest_kj_mol": 154.8}